A structure of composition C31H50BrF17O6S in a non-equilibrium geometry, computed with ωB97M-V/def2-TZVPD.

Output
Kohn-Sham gap: 10.1 eV
LUMO level: 0.009 hartree

Geometry as XYZ:
```
106
Properties=species:S:1:pos:R:3:forces:R:3
C 7.004199 4.281063 0.524443 0.7 0.3 -0.3
C 8.389326 3.862226 -0.062082 -0.9 -0.6 0.7
C 8.403494 2.364214 -0.495299 1.2 0.8 -0.3
C 8.525970 2.169885 -2.033178 -1.0 -0.5 0.6
C 7.575239 1.042916 -2.507556 0.8 0.0 -0.3
C 8.298455 -0.308653 -2.325640 -0.8 0.3 0.0
C 7.394196 -1.537099 -2.493716 -0.2 0.6 0.3
C 6.239003 -1.585810 -1.469672 0.5 -0.6 -0.3
C 5.487091 -2.936072 -1.590859 0.3 0.5 0.0
C 4.261977 -2.816569 -2.516990 0.4 -0.3 0.5
C 3.051433 -2.227583 -1.766511 0.2 -0.8 -0.2
C 2.258474 -3.348621 -1.069410 -0.1 0.3 0.8
C 1.533016 -2.854487 0.203308 -0.8 -0.1 -1.2
C 0.371077 -1.924184 -0.212773 0.8 0.4 0.3
C -0.381321 -1.407584 1.030509 0.1 -0.7 -0.9
C -1.288316 -0.152917 0.804096 1.5 0.6 1.3
C -2.194444 -0.456649 -0.410003 -0.8 0.9 0.9
F -1.521164 -0.286595 -1.560574 0.7 -0.3 -0.4
F -2.601533 -1.731180 -0.293519 -0.1 -0.7 -0.4
C -3.493833 0.357681 -0.646597 -0.3 -0.8 -1.1
F -4.397413 0.010103 0.276001 -0.2 0.3 0.5
F -3.275486 1.667584 -0.704595 0.3 0.7 0.5
C -4.168879 0.060357 -2.030292 -0.2 0.5 -0.5
F -3.546988 0.735953 -3.024536 0.4 0.3 0.1
F -4.127045 -1.225216 -2.369998 0.0 -0.5 0.2
C -5.663896 0.515314 -2.091078 -0.1 -1.6 0.2
F -5.967764 1.552239 -1.328192 0.2 0.9 -0.1
F -6.369153 -0.523057 -1.592671 -0.1 -0.4 0.1
C -6.212478 0.695476 -3.547427 -0.7 0.5 0.8
F -7.537758 0.569546 -3.408617 -0.7 0.4 0.2
F -5.876929 -0.319616 -4.327164 1.1 -0.4 -0.5
C -5.947811 2.092259 -4.207548 -0.6 0.2 -0.7
F -5.137700 2.894025 -3.516566 0.7 -0.3 0.4
F -7.125614 2.732025 -4.238162 -0.5 0.1 -0.1
C -5.474584 2.076840 -5.693114 0.5 0.5 0.3
F -5.624639 3.333666 -6.127680 0.3 0.8 0.1
F -6.261022 1.347724 -6.465316 -0.5 -1.1 0.0
C -3.997930 1.710278 -5.983959 0.2 0.0 -1.1
F -3.125829 2.442802 -5.325311 0.1 0.4 0.7
F -3.716153 0.435508 -5.806087 -0.2 -0.6 0.5
F -3.811202 1.963910 -7.281468 -0.1 0.1 -0.5
C -0.367411 1.079031 0.547867 -0.2 -0.7 -0.7
C 0.690884 1.316341 1.617141 0.8 0.0 -0.6
O 0.243751 1.517715 2.972737 -0.6 -0.6 -0.3
S -0.744769 0.415473 3.556048 -0.9 0.0 1.9
O -0.144325 -0.785557 4.050211 1.1 -0.4 -1.5
O -1.457114 1.054944 4.616722 -0.3 0.9 -0.1
C -1.975315 0.108558 2.182830 -0.4 -0.1 0.1
C -2.874782 -1.018964 2.731595 -0.6 0.5 0.8
Br -2.936383 1.846407 2.285174 -0.1 -0.4 -0.6
H 7.139167 4.872086 1.433549 -0.1 0.0 -0.1
H 6.410619 3.403064 0.781558 -0.1 0.1 0.0
H 6.472906 4.902233 -0.200293 -0.2 -0.2 0.1
H 9.127175 3.992056 0.732736 0.1 0.1 -0.2
H 8.644522 4.523139 -0.891418 0.2 -0.1 0.1
H 9.296506 1.930675 -0.031314 -0.2 -0.2 0.0
H 7.542434 1.844199 -0.070944 0.0 0.0 -0.2
H 8.312375 3.120103 -2.529083 0.0 -0.1 -0.1
H 9.544118 1.860946 -2.284950 0.0 0.3 -0.1
H 7.318598 1.194550 -3.563111 0.0 -0.2 0.1
H 6.644071 1.051324 -1.936642 0.1 0.2 0.0
H 8.709348 -0.315704 -1.307134 0.1 -0.1 -0.1
H 9.129137 -0.322869 -3.038193 0.0 -0.2 0.1
H 8.016782 -2.426539 -2.358047 -0.2 -0.1 -0.2
H 6.939049 -1.526684 -3.492056 0.3 -0.2 -0.1
H 5.547414 -0.759490 -1.656370 0.0 0.0 0.2
H 6.690888 -1.469008 -0.477738 -0.2 0.1 0.0
H 5.206733 -3.300238 -0.596006 -0.2 0.0 -0.1
H 6.204860 -3.656083 -1.997490 -0.2 -0.1 0.1
H 4.024889 -3.828847 -2.862101 -0.2 0.2 -0.2
H 4.556415 -2.211324 -3.379992 -0.2 -0.1 0.0
H 3.416879 -1.564097 -0.972330 -0.1 0.2 -0.3
H 2.421287 -1.676191 -2.467907 0.0 0.1 0.2
H 2.933977 -4.159091 -0.774187 0.0 0.1 -0.2
H 1.484159 -3.777803 -1.714297 0.3 0.0 -0.2
H 2.215716 -2.290320 0.845739 0.0 -0.3 0.2
H 1.100948 -3.729850 0.699574 0.3 0.2 0.4
H 0.842848 -1.081059 -0.733011 -0.2 0.0 0.0
H -0.257566 -2.425609 -0.951561 -0.1 0.0 0.2
H 0.406600 -1.224793 1.760185 -0.4 0.3 0.1
H -0.956540 -2.242219 1.435999 -0.1 0.2 0.0
H 0.186739 0.858534 -0.370195 0.1 0.1 0.2
H -0.953429 1.965283 0.306084 0.0 0.0 0.4
H 1.447165 0.524795 1.632044 -0.2 -0.1 0.0
H 1.238524 2.216683 1.335572 -0.2 0.1 0.3
H -3.602638 -0.563133 3.422919 0.2 -0.2 -0.4
H -2.334007 -1.750843 3.335967 0.3 0.1 -0.3
H -3.448809 -1.559675 1.982351 0.2 0.2 -0.2
C -6.313487 -1.629341 5.629880 0.4 0.2 0.1
O -5.398055 -0.707873 5.034902 0.0 0.0 0.0
H -7.231168 -1.628061 5.050112 0.1 0.0 -0.1
H -5.890562 -2.633670 5.626185 -0.2 -0.1 0.0
H -6.535420 -1.325487 6.656549 -0.1 -0.1 0.0
H -4.593185 -0.724218 5.563782 -0.1 0.1 0.0
C -3.415256 4.320378 5.900309 0.1 -0.2 -0.2
O -3.503383 3.695688 4.626809 0.1 0.1 0.1
H -4.099745 5.165966 5.914906 0.0 0.0 0.0
H -3.697681 3.617437 6.688538 0.0 0.1 0.1
H -2.398084 4.679948 6.078341 0.0 0.1 0.1
H -2.890878 2.948292 4.631309 -0.1 0.0 0.0
C -9.035963 -4.437621 4.481725 0.3 -0.1 -0.1
O -7.655547 -4.322753 4.815071 -0.1 -0.1 0.0
H -9.608833 -3.859996 5.203034 0.1 0.0 0.0
H -9.219359 -4.042363 3.479407 -0.2 0.0 0.0
H -9.353076 -5.482449 4.527042 -0.2 0.0 0.0
H -7.160777 -4.837730 4.169668 0.0 0.1 0.1
```
Positions in Å, forces in eV/Å.

=====

A structure of composition C31H50BrN3OP2Zr in a non-equilibrium geometry, computed with ωB97M-V/def2-TZVPD.

Output
Charge: +4
Relative energy (zero: lowest compared OMol25 entry of this formula, charge and spin): 0.00 kJ/mol
Kohn-Sham gap (spin up / spin down): 3.6 / 3.6 eV
LUMO level (spin up / spin down): -0.529 / -0.528 hartree

Geometry as XYZ:
```
89
Properties=species:S:1:pos:R:3:forces:R:3
C -1.844040 -4.848746 1.697170 -0.3 -0.8 -0.7
C -1.347616 -4.522094 0.408261 -1.6 -0.3 0.1
C -2.074004 -4.994462 -0.708882 -0.2 -0.6 0.5
C -3.110900 -5.934444 -0.506399 1.1 1.0 0.4
N -3.467398 -6.330330 0.711402 -0.2 -0.3 -0.2
C -2.888127 -5.807780 1.783751 1.0 1.0 -0.4
C -0.187940 -3.732674 0.170272 0.4 -0.4 0.3
C 0.899301 -3.222850 -0.026513 0.8 1.0 -0.1
C 2.069903 -2.409458 -0.141833 -2.6 1.4 0.0
C 1.912226 -0.999620 -0.495221 -0.3 0.1 -2.4
C 3.040996 -0.085028 -0.598648 1.2 -2.2 1.6
C 4.154241 -0.587463 0.111414 0.8 2.7 -1.8
C 4.415719 -1.974720 0.106593 -0.9 -1.1 0.4
C 3.353363 -2.887653 0.005687 2.3 0.5 0.2
Zr 1.474162 1.042056 0.427493 -6.1 -2.5 -1.3
P -1.313385 0.014268 0.347459 -2.5 -0.3 0.0
H -1.823106 -4.670795 -1.705300 0.2 -0.1 -0.2
H -1.435315 -4.431424 2.598303 0.3 0.0 0.2
H -3.604461 -6.380568 -1.358867 -0.2 0.0 0.0
H -3.212346 -6.177061 2.752634 -0.1 0.2 -0.1
H 3.525945 -3.954479 0.033551 0.2 -0.1 0.1
H 1.168428 -0.823869 -1.332135 0.1 -0.2 1.3
H 5.429902 -2.342690 0.196578 0.1 0.1 0.4
H 2.986865 1.039009 -0.910848 0.9 -1.9 -0.7
C -2.407157 1.513624 0.166304 0.7 0.7 0.2
C -3.877615 1.393656 -0.249789 -0.6 -0.1 -0.1
H -1.887622 2.151374 -0.569655 -0.1 0.0 0.2
H -2.357921 2.048980 1.127884 0.1 0.0 -0.2
H -4.320579 2.393899 -0.370208 0.4 -0.2 0.1
H -4.017655 0.881611 -1.207911 0.2 0.1 0.2
H -4.504199 0.891297 0.496449 0.3 0.1 -0.2
C -2.050038 -1.118606 -0.963337 1.1 0.2 -0.8
C -3.433122 -1.771176 -0.791677 -0.3 0.0 0.5
H -1.281769 -1.893873 -1.084070 -0.3 0.0 -0.2
H -2.063405 -0.534382 -1.893110 0.1 -0.2 0.3
H -3.748293 -2.217164 -1.744728 0.3 0.1 0.1
H -3.420056 -2.585827 -0.061934 0.0 0.2 0.0
H -4.225779 -1.068033 -0.518223 0.3 -0.2 0.0
C -1.979792 -0.858026 1.848868 0.9 0.0 0.7
C -3.392312 -0.560992 2.363596 -0.6 0.2 0.1
H -1.249785 -0.646625 2.643513 -0.2 -0.2 0.0
H -1.892943 -1.934194 1.655522 0.1 0.2 -0.1
H -3.550271 -1.023316 3.349615 0.3 0.1 -0.3
H -3.603010 0.506858 2.493590 0.2 -0.2 0.0
H -4.189349 -0.966317 1.728717 0.4 0.1 0.0
Br 5.374444 0.804096 0.647656 0.1 -1.2 -0.1
P 0.608247 0.954806 -2.902350 0.2 0.4 0.9
C -1.095338 1.098392 -3.528432 -0.4 -0.2 0.6
C -1.294802 2.050172 -4.696675 0.0 0.1 -0.3
H -1.718623 1.409051 -2.670650 0.1 -0.1 -0.4
H -1.410669 0.077524 -3.794027 0.1 0.3 0.1
H -2.367004 2.053507 -4.927835 0.3 0.2 -0.1
H -0.974930 3.066255 -4.439632 -0.2 -0.2 -0.2
H -0.748131 1.718915 -5.588081 -0.2 0.1 0.2
C 1.546485 2.479994 -3.294895 -0.1 0.0 0.2
C 2.434545 2.413235 -4.522165 0.2 0.3 -0.3
H 2.152331 2.695578 -2.396205 0.0 0.1 -0.2
H 0.803599 3.288207 -3.354726 0.2 -0.1 0.0
H 2.996104 3.351294 -4.588150 0.0 -0.2 -0.2
H 3.150158 1.584649 -4.469774 -0.1 0.2 0.0
H 1.844042 2.306219 -5.438235 0.1 0.1 0.2
C 1.371606 -0.478894 -3.762999 0.3 0.0 0.8
C 1.027257 -0.685096 -5.226693 0.0 -0.1 -0.4
H 1.080335 -1.367969 -3.177787 0.0 0.1 -0.3
H 2.452391 -0.366571 -3.592250 -0.1 -0.1 -0.2
H 1.544296 -1.589186 -5.567704 -0.2 0.2 0.0
H -0.046220 -0.833654 -5.370839 0.2 0.0 0.0
H 1.350398 0.139592 -5.869989 0.0 -0.2 0.2
C -0.038016 0.768151 4.645725 -0.6 -1.2 -0.1
N 0.989310 1.777502 4.436004 -0.6 0.2 -0.3
C 1.148062 2.850020 5.411524 0.0 0.5 0.3
C 2.504654 3.468124 5.160809 0.4 0.0 0.9
C 2.649499 3.999337 3.769574 0.1 1.1 -0.2
N 2.219481 2.943860 2.846889 0.8 0.1 -2.4
C 2.616414 2.990549 1.419124 0.0 -0.4 1.2
C 1.508711 1.895094 3.248938 -0.8 -0.6 1.0
O 1.261593 0.929099 2.379275 0.3 0.6 -0.4
H 0.372431 -0.234010 4.404752 -0.3 0.6 0.3
H -0.909079 0.951005 3.982161 0.5 0.0 0.4
H -0.386568 0.782273 5.688786 0.3 0.1 -0.4
H 0.344021 3.600695 5.321160 0.1 -0.3 -0.1
H 1.047626 2.400157 6.406169 0.3 0.2 -0.2
H 3.272644 2.721376 5.330717 0.2 -0.2 0.2
H 2.670049 4.259001 5.882956 0.1 0.2 0.0
H 3.684130 4.256475 3.510546 -0.1 -0.2 0.3
H 2.063219 4.919666 3.624436 -0.1 -0.4 -0.1
H 3.425371 3.726949 1.289479 -0.3 -0.4 -0.2
H 3.045383 1.940496 1.052433 1.0 2.3 1.2
H 1.760805 3.304170 0.735642 0.4 0.2 0.4
```
Positions in Å, forces in eV/Å.

=====

no.,E_tot (eV)
1,-172315.5641
2,-129331.6918